(1)
ORCA calculation (the ωB97M-V functional and the def2-TZVPD basis) on a structure of composition C4H9NO3 at a distorted geometry.

XYZ file:
```
17
C4H9NO3 the ωB97M-V functional and the def2-TZVPD basis
C 0.128 -0.358 1.085
C -1.160 0.430 -0.295
C 1.352 -0.127 0.265
C 0.751 -0.274 -1.126
N -0.024 0.325 2.246
O 0.563 -1.631 -1.374
O -1.663 0.257 -1.583
O 0.927 0.538 -2.046
H 0.125 -1.706 -2.233
H -1.109 0.809 -2.172
H -0.259 -1.372 1.068
H 0.312 1.278 2.272
H -0.881 0.186 2.763
H -0.923 1.481 -0.069
H -1.995 0.154 0.361
H 1.736 0.886 0.377
H 2.123 -0.876 0.461
```

Atomic partial charges in e from the Löwdin method, atoms 1 to 6:
1 C -0.278
2 C -0.196
3 C -0.085
4 C -0.560
5 N 0.094
6 O 0.077

(2)
ORCA calculation (the ωB97M-V functional and the def2-TZVPD basis) on a structure of composition C4H9NO3 at a distorted geometry.

XYZ file:
```
17
C4H9NO3 the ωB97M-V functional and the def2-TZVPD basis
O 0.974 -0.195 2.241
C -0.313 -0.089 2.313
C -0.944 -0.794 0.126
C -0.585 0.013 -0.845
C 0.632 -0.562 -1.128
O 0.141 -3.123 -1.402
N -1.224 -0.519 1.540
H -0.593 0.434 3.362
H -1.049 -1.840 0.051
H 1.580 -0.117 -0.869
H -0.745 1.146 -0.951
H 0.636 -1.537 -1.544
H 1.265 2.716 1.100
H 0.535 2.670 1.055
H -0.309 3.357 -2.023
H 0.230 -4.083 -1.487
O -0.232 2.524 -1.538
```

Atomic partial charges in e from the Löwdin method, atoms 1 to 6:
1 O -0.055
2 C -0.410
3 C -0.002
4 C 0.027
5 C 0.271
6 O -0.261

(3)
ORCA calculation (the ωB97M-V functional and the def2-TZVPD basis) on a cluster of 2 separate species, C4H9NO3 in total at a distorted geometry.

XYZ file:
```
17
C4H9NO3 the ωB97M-V functional and the def2-TZVPD basis
C 1.746 1.492 1.254
C 1.307 0.301 0.854
N 0.693 0.055 -0.390
O 1.023 -1.163 -0.988
O 0.721 1.092 -1.301
H 2.250 1.600 2.197
H 1.509 2.390 0.710
H 1.559 -0.619 1.362
H 1.919 -1.097 -1.361
H -0.225 1.324 -1.463
C -1.932 -1.387 -0.252
C -1.587 0.044 0.006
O -1.802 0.959 -0.761
H -2.735 -1.686 0.419
H -1.065 -2.013 -0.060
H -2.238 -1.523 -1.287
H -1.145 0.230 1.061
```

Atomic partial charges in e from the Löwdin method, atoms 1 to 6:
1 C 0.046
2 C -0.163
3 N -0.315
4 O 0.010
5 O 0.017
6 H 0.051

(4)
ORCA calculation (the ωB97M-V functional and the def2-TZVPD basis) on the ion C4H9NOS with charge -2 at a distorted geometry.

XYZ file:
```
16
Properties=species:S:1:pos:R:3
C -0.089 -0.197 1.834
N -0.985 0.266 0.751
C -0.455 0.121 -0.626
C -0.074 -1.350 -0.952
O 0.778 -1.963 -0.076
C 0.708 1.060 -0.908
S 0.284 2.876 -0.947
H -0.498 -1.086 2.255
H 0.007 0.570 2.604
H 0.873 -0.537 1.397
H -1.082 1.257 0.876
H -1.333 0.384 -1.220
H 0.384 -1.303 -1.980
H -1.064 -1.867 -1.075
H 1.170 0.807 -1.853
H 1.375 0.962 -0.081
```

Properties
Charge: -2

Atomic partial charges in e from the Löwdin method, atoms 1 to 6:
1 C -0.178
2 N -0.097
3 C -0.474
4 C -0.493
5 O -0.400
6 C -0.704

(5)
ORCA calculation (the ωB97M-V functional and the def2-TZVPD basis) on a structure of composition C4H9NOS at a distorted geometry.

XYZ file:
```
16
C4H9NOS the ωB97M-V functional and the def2-TZVPD basis
C 0.105 -0.929 -0.116
C 0.830 -0.317 1.097
C -0.168 0.448 -0.754
C -1.529 1.011 -0.267
N 2.458 0.663 -0.766
O -1.491 0.960 1.169
S 1.236 1.178 0.133
H 0.822 -1.458 -0.716
H -0.685 -1.619 0.134
H 0.069 -0.057 1.823
H 1.785 -0.715 1.443
H -0.216 0.470 -1.757
H -2.285 0.245 -0.599
H -1.969 2.028 -0.652
H -2.346 1.355 1.460
H 3.188 1.347 -1.105
```

Atomic partial charges in e from the Löwdin method, atoms 1 to 6:
1 C -0.214
2 C -0.304
3 C -0.428
4 C -0.244
5 N -0.402
6 O -0.141

(6)
ORCA calculation (the ωB97M-V functional and the def2-TZVPD basis) on the molecule C4H9NOS at a distorted geometry.

XYZ file:
```
16
C4H9NOS the ωB97M-V functional and the def2-TZVPD basis
C -2.596 0.515 0.352
C -1.518 0.833 -0.340
C 0.129 0.624 0.326
C 0.371 -0.191 1.536
S 1.309 0.304 -0.849
N 1.589 -1.447 -1.108
O 1.290 1.071 -2.106
H -3.558 0.776 0.087
H -2.414 0.013 1.231
H -1.550 1.467 -1.121
H -0.330 0.161 2.246
H 1.431 -0.135 1.625
H 0.047 -1.181 1.405
H 2.654 0.622 -0.128
H 0.737 -1.806 -1.513
H 2.407 -1.626 -1.643
```

Atomic partial charges in e from the Löwdin method, atoms 1 to 6:
1 C -0.013
2 C -0.077
3 C -0.430
4 C -0.185
5 S 0.802
6 N -0.119

In order of appearance, lowest unoccupied orbital energy = 0.70, -5.52, 0.74, 6.26, 0.56, 0.20 eV.